145
Properties=species:S:1:pos:R:3 method="wB97M-V/def2-TZVPD" charge=+1 lumo_energy_ev=-3.1 de_lowest_kj_mol=0.0 orbital_gap_ev=7.60 e_homo_ev=-10.74 multiplicity=1
N -4.86677 -3.84892 -0.61822
O 4.01197 -2.37625 -2.15923
O -2.29051 -4.32603 0.62044
H 4.04876 -2.18810 -3.10132
H 2.56883 6.33757 0.95792
N 9.67299 -0.83323 -2.21002
H 4.55554 6.17955 -1.95124
Br 2.35259 3.49180 2.03419
H -11.86850 5.76232 -0.86591
O -0.54604 -0.57455 1.56284
B 0.37081 -0.78869 0.56658
H -2.09970 -2.96839 -2.40180
C 2.45046 0.77535 1.48122
H 11.80101 -2.08209 -2.54095
H -4.92924 6.80772 0.73653
H -2.83630 3.21754 0.05247
H -7.27582 2.70596 -0.87298
C -1.11779 -2.14068 -0.70167
H -6.83652 5.41419 -5.26389
O -2.71539 0.95950 1.23175
N 5.10266 -2.12364 1.37622
O -0.02118 -1.16313 -0.66096
C 2.92186 -3.64638 2.97420
O -10.00165 5.47071 0.74450
C 7.50365 -2.69968 1.12649
C -6.36631 6.09707 -3.33684
N 2.86026 -2.54544 2.02363
H -5.80674 1.54033 0.89939
H 2.55856 -3.31176 3.93966
C 10.41614 -1.34342 -1.17686
H -1.14624 -1.55930 6.83013
H -2.55736 -0.97691 7.63795
C 3.42202 7.30572 -0.69129
H -6.87122 7.12680 -5.02059
H -7.60664 4.02521 1.87839
N 4.00514 6.13677 -1.11547
H -5.94684 4.72816 -1.90775
O 10.08657 -1.21949 -0.00555
O 3.55202 8.35394 -1.28958
N -8.68055 5.41244 -1.09483
H 0.50026 -5.16437 3.87114
C -2.54068 -0.51623 5.65660
N -3.71275 2.79119 0.27965
H 2.24320 8.02980 0.80251
H 1.70098 -4.50144 0.55337
F 1.23813 -1.49612 3.12656
H 13.64727 -3.64350 -6.65429
N 11.54633 -1.98981 -1.57117
C -3.72346 1.59175 0.90845
H -8.70254 -0.40326 -1.78158
H -0.92333 0.31992 1.44911
H -2.13313 -0.26817 3.67346
N -2.01995 -1.07232 6.79750
H -10.89866 5.72674 -2.29645
H -4.08340 -3.32707 -0.27407
O 12.14613 -1.69933 -4.63597
O -3.60463 0.06993 5.64486
H -3.26862 -5.49948 2.57297
H 3.91010 5.26436 -0.63298
H 1.69562 0.89204 4.03662
C -7.56222 1.27653 -2.28767
H 7.47523 -1.65713 0.83901
N -6.18533 4.82391 -2.88049
H -5.00578 0.17637 1.60243
H -8.31300 1.42334 -0.33110
N 12.94997 -3.30616 -6.01914
H -8.04408 -0.36748 -3.37963
H -6.47533 -1.51078 -2.12639
C 3.79051 -2.45135 0.88228
C -5.88401 -3.30677 -1.34924
O 2.31873 -5.02238 1.07773
O -6.87603 1.80380 -3.14997
O 4.83176 0.95644 -1.75960
C 0.64406 -4.82644 2.85002
C 13.01455 -2.08821 -5.40820
N -1.77622 -0.66635 4.52536
H -2.39603 -6.97707 2.36960
N -4.95836 1.07561 1.16207
O 1.89590 -3.36885 -1.12201
H 8.14049 -2.81143 1.99693
N -8.16701 0.07072 -2.48500
H -2.05213 -1.60323 -0.59877
N -2.59806 -6.04437 2.06446
H -8.54941 5.43147 -2.08750
H -0.79231 -3.94976 -1.82938
H 5.81983 -3.97112 0.67568
H -4.58057 3.24353 0.03155
O 1.78165 -1.21735 -2.51329
H -0.67965 -5.83718 -0.50951
O -6.82798 -3.95264 -1.77338
N -5.76339 -1.96011 -1.58202
H -7.31352 5.36789 2.91652
N -5.56673 6.46047 1.43008
C 6.09090 -3.22671 1.41536
H 0.17890 -3.85686 2.68481
H -1.00078 -2.81915 0.13639
C 3.08564 -1.25684 0.05088
H -4.99794 -1.41142 -1.24006
C -6.19763 5.29553 1.16766
O -6.23425 7.07761 -2.61935
H 8.83608 -0.33694 -1.97605
H -6.29454 3.99694 -3.44400
C 0.97049 1.48239 3.48402
H -0.90029 -1.14902 4.50385
H 6.10618 -3.65972 2.41430
H -0.42332 -2.47937 -2.73187
H 5.00766 -1.71769 2.29613
H 0.88486 2.41791 4.02468
H -4.89904 -4.83077 -0.42624
C -1.08923 -2.92308 -2.00511
H -5.73739 7.00448 2.25417
H 3.95347 -3.95483 3.09430
H 2.56957 -5.74296 2.91057
O 4.16988 -0.36825 -0.24927
C 1.42301 1.74709 2.05839
H -0.87702 -7.17291 0.56881
H 0.12390 -5.54007 2.21540
H 2.95328 1.27978 0.67323
O -5.96866 4.67515 0.11468
N 14.10336 -1.32706 -5.70931
H -7.87443 5.30191 -0.51182
N -1.11156 -6.23601 0.30219
N -10.96911 5.67965 -1.29868
C 2.11148 -4.86439 2.46452
C 1.96146 -0.62128 0.95308
C 2.02759 -1.57454 2.08193
H -0.00725 1.01988 3.54095
H 2.31228 -0.57546 -2.99765
H 14.82627 -1.61957 -6.33799
H 3.86674 -3.36366 0.31047
C -9.88731 5.52018 -0.47370
H 7.97516 -3.26581 0.33067
N -7.74067 1.82841 -1.04733
P 2.58714 -2.12703 -1.50360
C -2.01504 -5.46416 0.97501
H 9.95024 -0.92075 -3.17154
H 12.13635 -2.37456 -0.85969
H 0.58278 1.91041 1.39387
H 12.15681 -3.88276 -5.81460
N 2.68268 7.19766 0.45936
H 3.19631 0.61384 2.25841
N -7.09381 4.86135 2.08012
N -6.72446 6.20443 -4.65818
H 14.17083 -0.42766 -5.27227
N 3.85549 0.52559 -1.31521


113
Properties=species:S:1:pos:R:3 method="wB97M-V/def2-TZVPD" lumo_energy_ev=0.4 de_lowest_kj_mol=759.5 smiles=COCCOC.COCCOC.COCCOC.COCCOC.COCCOC.CO.CO.CO.CO.CO.O orbital_gap_ev=9.60 e_homo_ev=-9.23 multiplicity=1
H -0.87120 0.09996 -1.62601
H -2.01506 7.29023 -5.30821
H -3.77506 -6.29960 0.39869
H -0.14234 -5.63920 -0.09486
H -5.90381 -7.85981 0.25991
O -4.79177 2.00745 -1.32658
C 4.89038 -1.47788 -1.12582
H 1.06450 -4.09403 0.88562
C 0.11247 -0.71616 -4.37890
H 4.36619 6.10071 0.01000
H -6.74489 -8.90831 2.14870
H -3.14212 4.69033 -4.70702
C 0.14086 -0.04699 1.04975
C -3.81993 -3.88669 -0.29722
H -3.41629 -4.50607 -1.09818
O 0.43524 0.93709 0.09415
C 1.69917 1.48660 0.15615
C -1.33704 2.57557 -3.88484
H 1.65446 -1.41677 3.12348
H 5.56242 4.22242 -1.95856
O -0.60494 -1.96276 -4.59265
H -3.42047 3.06360 -0.10713
H -3.35975 2.68406 -6.25033
H 3.75400 -0.13641 -0.28159
H 6.31298 2.95334 -1.11885
H -2.29883 2.73819 -3.39841
C 5.39821 -3.80012 5.31274
H 4.96387 -2.55338 -0.96457
H 5.92892 -1.21412 -1.32570
C 0.20615 -3.81373 0.27507
H -4.69594 -6.21476 -0.96038
C 5.40754 3.56009 -1.10684
O 5.52915 -3.29273 3.95562
H 2.26695 0.18638 3.17101
O -2.59278 3.42442 0.21062
H -1.59980 6.53801 -6.89727
C 3.86238 4.93618 1.78289
H -0.07535 -2.71787 -4.32630
H -7.59935 -7.42264 2.78989
H -0.62831 -3.59605 0.94170
H 0.16343 1.07172 6.14657
H -1.92198 2.81351 -6.95179
C 4.20037 5.04923 0.24449
C -1.82364 -0.30106 -1.27942
H 4.48961 -0.40019 2.77590
C -2.54294 4.60831 -5.61386
H 2.64653 2.46288 3.58491
H 4.46181 3.02028 -1.05898
C 2.19062 -0.72148 3.76940
O 3.50168 3.55296 2.08769
H -2.23009 -0.76007 -2.18064
H -0.69992 1.86637 -3.35643
H 5.83735 -1.27477 4.74226
H 1.79276 3.98739 3.31492
H -0.82260 2.47978 5.60693
H -0.30867 7.10337 -5.90164
C -5.88935 -6.92417 0.81889
H 5.19924 -4.86497 5.43358
H -5.26748 1.45103 -0.70554
O -1.35239 5.33494 -5.39557
H -4.22233 -3.04962 -0.86773
O -4.87661 -4.59493 0.34844
O 3.44385 -1.16188 4.24834
H -6.90396 -6.53419 0.73779
C -1.30689 6.66804 -5.85545
H -4.79357 1.04465 -3.13290
H 0.24137 -0.49354 -3.31969
H -1.59071 0.84682 5.81778
H 6.38090 -3.75618 5.78231
H -1.90473 0.30917 1.22906
H -0.35974 0.12157 -4.89206
H -3.14568 5.00728 -6.42973
H 6.47594 -1.60163 3.22557
C -0.68945 1.39933 5.55213
O 5.35913 4.31135 0.06754
C 2.77245 3.50961 3.30812
H -2.98346 -3.50116 0.28570
H 3.42165 3.83350 4.12159
H -6.42269 1.53825 -2.45366
C 5.62770 -1.87163 3.85462
H 0.35845 -2.85937 -0.22901
H -6.34119 -8.26921 3.71270
H 2.47655 0.75929 0.39024
C -4.79146 -6.03194 0.10993
H -2.44622 0.56066 -1.03872
H -5.27415 2.71475 -3.11267
H -1.09929 1.76904 3.68212
H 3.33967 4.69037 -0.31989
O -1.60225 -1.23382 -0.16032
H 3.97308 -2.08675 2.49170
O -5.55885 -7.31933 2.15971
O -0.11178 -4.82933 -0.60942
H 2.99087 5.56298 1.97179
O 4.39275 -0.78907 0.01445
H 1.73248 2.34270 0.83000
H -2.33383 4.05709 -0.45938
C -1.23309 -0.53497 1.07279
O -0.54559 1.12467 4.12911
O -1.55152 2.27225 -5.27612
H 4.31532 -1.22744 -2.01727
H 0.36865 0.31364 2.05282
H 1.84422 1.93204 -0.82805
H 0.78663 -0.88733 0.79494
H 4.50896 -3.37127 5.77471
H 1.56108 -0.49347 4.62951
C -2.38473 3.10784 -6.00980
C 4.33125 -1.37554 3.23602
H -1.37449 -1.21508 1.91277
H 4.65957 5.33460 2.41048
C -5.36498 1.77765 -2.56341
C -6.66534 -7.97928 2.71321
H -0.90141 3.56355 -3.73576
H 1.07277 -0.87875 -4.86829